15
Properties=species:S:1:pos:R:3:forces:R:3:lowdin_charge:R:1 method="wB97M-V/def2-TZVPD" fmax_ha_per_bohr=0.086 homo_energy_ha=-0.3294 orbital_gap_ha=0.3539 relative_energy_ev=2.695
H 2.044295 -1.603213 0.529521 -0.5 0.0 -1.0 0.122
H -2.632508 0.068469 2.332249 0.9 -1.4 -2.9 0.116
H -2.562436 -1.158458 -0.562742 0.1 -0.3 -0.2 -0.057
C 1.698284 1.575209 0.765169 -0.3 -2.8 -0.2 0.106
O -2.291096 -0.403464 1.463096 -0.5 0.6 4.4 -0.400
C 1.558237 0.391690 0.515933 0.6 2.8 0.0 -0.163
N 1.745518 -0.910955 -1.533767 0.9 -3.0 2.0 0.012
H 0.285015 -1.149802 0.039874 2.2 -0.1 -0.1 0.128
P -3.033185 -0.017303 0.100488 -2.0 -0.7 0.2 0.645
H 2.725032 -1.126603 -1.616268 0.1 0.3 -0.5 0.062
C 1.432419 -0.911776 -0.093452 -2.7 -0.2 0.1 -0.301
H 1.487125 -0.127295 -2.040225 -0.5 1.9 -0.6 0.038
H -2.317320 1.872751 -0.604947 0.2 -0.3 0.0 0.047
H 1.821687 2.517169 1.175760 0.1 1.2 0.3 -0.004
O -1.961066 0.983575 -0.470692 1.3 2.0 -1.5 -0.349